132
Properties=species:S:1:pos:R:3:mulliken_charge:R:1 method="wB97M-V/def2-TZVPD" smiles=CC(C)O.CCOCC.CCOCC.CCOCC.CCOCC.CCOCC.CCO.CCO.CCO.CCO.CCO largest_force_ev_per_a=1.8 spin_multiplicity=1 e_above_lowest_kcal_mol=114.6 total_energy_ha=-2137.59601
C -1.35492 -3.92831 2.39984 -1.326
C -2.51319 -3.00376 2.76671 -0.413
O -2.38786 -1.77200 2.08905 0.074
C -3.61429 -1.00623 2.07543 0.286
C -4.05215 -0.72427 3.50487 -1.291
H -1.37004 -4.19223 1.34369 0.240
H -0.41772 -3.41104 2.62629 0.224
H -1.24034 -4.83372 2.99706 0.414
H -3.44658 -3.49193 2.45972 0.477
H -2.51691 -2.89808 3.85609 0.319
H -3.24967 -0.09197 1.60925 -0.378
H -4.40157 -1.42051 1.44222 0.385
H -4.39975 -1.59897 4.04993 0.388
H -4.90683 -0.04329 3.47020 0.421
H -3.22221 -0.23329 4.01026 0.218
C -3.41585 1.66219 -1.85550 -1.102
C -2.62054 2.43969 -0.80979 0.606
O -3.43310 2.82689 0.28230 -0.502
C -2.70836 2.91524 1.50622 0.733
C -3.60208 3.57445 2.52579 -1.520
H -4.45548 1.95889 -1.98419 0.458
H -2.85519 1.58159 -2.78667 0.037
H -3.50927 0.62130 -1.52187 0.162
H -1.85791 1.77023 -0.39399 -0.462
H -2.09896 3.28287 -1.27447 0.482
H -2.41256 1.90905 1.81902 -0.260
H -1.81453 3.53401 1.35901 0.238
H -3.12047 3.43980 3.50147 0.366
H -4.57221 3.07713 2.52258 0.358
H -3.73432 4.65247 2.45279 0.368
C 4.54300 0.10502 2.53795 -0.754
C 4.81693 -0.85302 1.38455 -0.444
O 4.35584 -0.22781 0.19605 -0.428
C 4.48591 -1.09054 -0.91843 -0.566
C 4.04575 -0.36891 -2.18728 -0.630
H 3.51492 0.47238 2.46062 -0.074
H 4.62543 -0.37297 3.51146 0.436
H 5.16790 0.99335 2.43751 0.297
H 5.88463 -1.06512 1.27000 0.352
H 4.26556 -1.78447 1.55848 0.327
H 5.51709 -1.43443 -1.06405 0.472
H 3.89002 -2.00022 -0.78517 0.278
H 2.95724 -0.39324 -2.26219 -0.182
H 4.38189 -0.94254 -3.05605 0.455
H 4.45193 0.63283 -2.29296 0.296
C 0.15689 -0.96256 4.02625 0.274
C 0.40942 -2.12639 4.96068 -0.476
O 0.87482 -1.67708 6.19855 -0.393
C 0.94691 -2.59704 7.27629 -0.240
C 2.09718 -3.58943 7.04472 -1.066
H 0.01532 -1.40469 3.03980 -0.469
H -0.75797 -0.39335 4.20285 0.089
H 0.97414 -0.24336 3.99629 0.176
H -0.46146 -2.79039 5.07424 0.309
H 1.23036 -2.70991 4.50867 0.169
H 1.20559 -2.05196 8.17847 0.266
H -0.02144 -3.10334 7.31154 0.310
H 3.08646 -3.14103 7.14503 0.280
H 2.10609 -4.03927 6.05022 0.307
H 2.04732 -4.42929 7.74367 0.368
C -3.68000 0.63020 -8.83428 -1.431
C -3.34873 0.26719 -7.41167 0.233
O -1.96852 0.41898 -7.19288 -0.432
C -1.60804 0.06417 -5.86756 0.729
C -0.11977 0.30018 -5.66397 -1.186
H -4.75229 0.59641 -9.03187 0.391
H -3.32965 1.63245 -9.09161 0.344
H -3.20357 -0.02179 -9.57181 0.322
H -3.88403 0.98153 -6.76824 0.252
H -3.70027 -0.74944 -7.20288 0.045
H -2.14655 0.71163 -5.16254 -0.022
H -1.91659 -0.96283 -5.66453 -0.091
H 0.26659 -0.04305 -4.70484 0.168
H 0.08295 1.36217 -5.78546 0.209
H 0.44227 -0.25704 -6.41670 0.492
C 2.06988 4.71314 4.37996 -1.253
C 0.70448 4.06931 4.21949 0.157
C 0.83147 2.89848 3.23638 -0.295
O 0.28149 3.64085 5.50284 -0.568
H 1.99875 5.61996 4.98304 0.340
H 2.60991 4.90812 3.45072 0.250
H 2.71030 4.02983 4.94648 0.329
H -0.04061 4.75789 3.81808 0.366
H -0.03047 2.23067 3.30066 -0.068
H 1.70165 2.31985 3.56475 0.382
H 0.96720 3.25394 2.21611 0.013
H 0.78216 2.87299 5.79498 0.345
C -3.83266 -2.95671 -4.84471 -1.023
C -3.71550 -2.71688 -3.34715 -0.169
O -2.43046 -2.10250 -3.13311 -0.388
H -2.95448 -3.43950 -5.27654 0.314
H -4.05287 -2.01636 -5.34218 0.036
H -4.62260 -3.66756 -5.10791 0.436
H -3.74582 -3.62451 -2.74271 0.324
H -4.49059 -1.99238 -3.08653 0.287
H -2.46610 -1.71002 -2.24834 0.049
C 4.05033 4.80659 -0.47832 -1.425
C 3.32135 3.59254 0.05463 0.240
O 3.56879 2.41927 -0.71018 -0.245
H 5.13749 4.72581 -0.50238 0.334
H 3.89198 5.67376 0.17511 0.405
H 3.65777 5.15537 -1.43210 0.273
H 2.25123 3.82116 0.09408 -0.008
H 3.59544 3.35033 1.08665 0.403
H 3.75831 1.63319 -0.18841 0.207
C 0.51772 -4.44659 -1.02163 -0.431
C 1.65977 -5.27878 -1.56466 -0.552
O 2.42181 -5.81208 -0.46897 -0.535
H 0.84014 -3.62628 -0.36618 0.013
H -0.10912 -5.01636 -0.33283 0.298
H -0.10533 -3.91740 -1.74452 0.303
H 2.40806 -4.67930 -2.10075 0.260
H 1.24832 -6.02534 -2.24955 0.390
H 2.84648 -6.61183 -0.79454 0.300
C 0.71872 0.12734 0.23232 0.817
C 0.04418 -0.59873 -0.94237 -0.519
O -1.24930 -1.01805 -0.52926 0.662
H 0.42690 1.17830 0.22883 0.047
H 1.80903 0.09898 0.27314 -0.070
H 0.35274 -0.37204 1.12947 -0.708
H 0.51787 -1.52658 -1.28679 0.262
H -0.17445 0.00490 -1.82532 -0.189
H -1.27671 -1.68068 0.17070 -0.136
C 0.47342 2.86302 -3.30561 -0.479
C 1.89089 2.54731 -3.70652 0.043
O 2.80134 3.47068 -3.12345 -0.557
H 0.40471 3.06414 -2.23256 0.082
H -0.21185 2.04524 -3.53204 -0.091
H 0.19518 3.78395 -3.81978 0.474
H 1.97953 2.71017 -4.78950 0.265
H 2.19996 1.51310 -3.52094 -0.052
H 3.21957 2.99813 -2.38028 0.296